Record 1
Formula: C30H86N6O10
Source: the Open Molecules 2025 dataset
Level of theory: ωB97M-V/def2-TZVPD

Element x y z (Å)
H (0.0966, 6.0852, 6.3580)
H (1.3819, 4.9958, 7.0817)
H (-1.5012, -5.1101, 4.4258)
H (-1.0711, -3.7020, -2.1208)
N (2.6601, 1.7115, -1.7832)
H (-0.7817, 2.3816, -4.2684)
O (-0.6214, 0.0521, 0.0736)
C (-2.6015, 0.0137, 4.0746)
H (-0.1120, -4.5241, -4.2015)
H (1.3913, 1.0445, -4.8746)
C (-5.4473, -0.8222, -5.2544)
C (2.3264, -4.8087, -0.6791)
H (0.9384, -3.0850, -4.3481)
C (-1.8018, -4.8713, 3.3950)
H (2.6030, -5.8607, -0.7164)
H (-2.8402, -0.7872, 3.3755)
C (0.9818, -3.1613, -1.7787)
C (-3.5766, 3.2546, -0.2638)
H (5.4886, -1.3752, -3.1386)
H (4.4188, -2.7501, -2.9129)
N (2.5354, 4.3310, 4.8634)
H (-0.6087, -2.7510, 0.9447)
H (0.8716, -2.5780, -0.8575)
C (-3.5418, 0.8399, -5.1027)
H (-1.9524, 2.8883, -5.4871)
C (1.1772, 4.7815, -1.3638)
H (-2.6815, -1.1027, -3.4178)
O (-1.7706, -6.0553, 2.6245)
C (-0.3014, -3.0930, -2.5952)
N (-3.7008, -1.1017, -3.5500)
H (1.8400, -0.8448, 3.5826)
H (2.7644, -0.8194, -4.0947)
O (1.5158, -0.6844, 1.5449)
H (-2.2922, -2.8106, 1.5133)
H (-3.3708, -7.0119, 3.3851)
H (-0.8255, 1.6527, -1.2279)
H (0.1287, 4.0355, 1.1600)
H (5.2688, -2.0161, -1.5502)
C (4.7318, -1.8008, -2.4684)
H (-3.2661, -1.2786, -5.4598)
C (-0.1807, 1.2944, -0.4195)
C (-0.1108, 4.3889, 2.1579)
H (-3.9092, -0.3338, -2.8991)
H (3.2001, 1.1131, -1.1524)
H (2.2609, -2.5884, 2.3679)
H (-2.8333, -4.5081, 3.5116)
H (-3.2363, 1.4729, -1.4110)
H (-0.3278, 3.6268, 2.9060)
O (-3.8894, 3.8921, -1.5032)
H (-0.7638, -3.0434, -4.7912)
O (0.4603, 3.6112, -1.6513)
H (-1.6330, -0.0751, 4.5768)
C (5.1724, -1.7286, 1.2068)
C (-2.6475, 1.3838, 3.3796)
C (-1.8321, 2.3248, -4.5526)
C (-0.8786, -3.7739, 2.8920)
C (3.8264, -1.5624, 1.9186)
C (0.9138, 5.8281, 3.7500)
H (-3.1206, 4.3631, -1.8261)
C (1.2053, 4.9291, 4.9463)
C (-0.0562, -3.4401, -4.0653)
H (5.6357, -0.7848, 0.9101)
H (2.6495, 3.7793, 4.0106)
H (4.0905, 0.3472, -3.6930)
C (2.1446, 0.7741, -2.8264)
C (1.7143, 1.6445, -4.0148)
H (1.0664, 2.8459, -1.5935)
H (-5.5427, -0.7226, -6.3381)
O (1.2260, -4.5292, -1.4925)
H (-3.0271, 1.2272, 0.3269)
H (-1.8707, -7.2637, 4.3740)
O (3.6693, -0.9253, -2.1901)
C (-3.9704, -0.6304, -4.9231)
H (-1.0520, -2.8893, 3.5081)
O (1.0564, 5.1246, 2.5354)
N (3.2316, -2.8783, 2.2629)
H (-0.9460, 5.0902, 2.0717)
H (1.7589, 6.5442, 6.2751)
H (2.0444, 4.8847, -2.0337)
H (1.3045, 0.1876, -2.4518)
H (4.0327, -0.9546, 2.8140)
H (0.3041, -5.2778, 2.5200)
H (3.2070, -4.2327, -1.0035)
H (3.2364, 5.0388, 4.6234)
H (-5.7747, -1.8063, -4.9312)
H (-1.5908, -4.2228, 0.8644)
H (0.8509, 2.2881, -3.8606)
H (-4.3110, 1.4098, 2.3345)
H (0.5107, 4.0834, 4.9378)
H (2.5537, 2.2368, -4.3862)
C (1.3901, -0.1566, 2.8721)
H (2.8508, -1.1912, 0.0858)
C (-3.6192, 1.7472, -0.4319)
H (-0.9866, -1.4362, -1.6139)
H (-2.5707, 3.5772, 0.0419)
N (-0.8633, -1.7096, -2.5934)
H (0.7888, 1.3012, -0.9340)
H (3.4019, 2.2092, -2.2789)
H (1.0229, -3.9118, 2.1034)
H (-2.0549, 1.4027, 2.4631)
H (3.2231, 0.2885, 0.9788)
C (-2.2920, -7.1715, 3.3734)
H (-0.0641, 6.3257, 3.8166)
H (-4.6586, 1.4568, -0.2558)
H (5.8424, -2.1080, 1.9823)
H (-6.0303, -0.0705, -4.7209)
H (-3.6983, 1.0603, -6.1689)
H (1.5516, 4.7494, -0.3336)
O (-4.0136, 1.7644, 3.1796)
C (2.8655, -0.7403, 1.0828)
C (1.1041, 5.6686, 6.2776)
H (1.6015, 6.6801, 3.7333)
H (0.0717, -0.2947, 0.6803)
H (-0.2069, 2.0240, 0.3955)
H (-3.3281, -0.0481, 4.8849)
H (5.1008, -2.4249, 0.3792)
H (-1.9892, -8.0204, 2.7658)
H (2.1295, -4.5327, 0.3633)
O (-2.1943, 0.9794, -4.7339)
C (-1.3409, -3.3534, 1.4808)
H (0.3317, 0.0788, 2.9890)
H (-0.0776, -1.1056, -2.8507)
H (1.8407, -2.8335, -2.3761)
H (3.5321, -3.1228, 3.2014)
H (-4.2379, 1.4566, -4.5223)
H (-2.4127, 2.8610, -3.7973)
H (-2.2526, 2.1157, 4.0859)
N (0.4868, -4.3304, 2.8525)
C (3.2110, -0.1923, -3.3140)
H (-4.2222, 3.6166, 0.5408)
H (0.6485, 5.7254, -1.4939)
H (1.8423, 0.8411, 2.9500)

Forces on atoms 1 to 2 (eV/Å):
0.0 -0.3 0.4
-0.2 0.1 0.2

**Energy above the lowest of the compared OMol25 structures with the same formula, charge and spin**: 157.0 kJ/mol
**SMILES**: COC[C@H](C)N.COC[C@H](C)N.COC[C@H](C)N.COC[C@H](C)N.COC[C@H](C)N.COC[C@H](C)N.CCO.CCO.CO.CO
**HOMO energy**: -8.545 eV
**E**: -61915.1241 eV

***

Record 2
Formula: C2H6N4O2
Source: the Open Molecules 2025 dataset
Level of theory: ωB97M-V/def2-TZVPD

Element x y z (Å)
C (-0.1036, 0.5549, 0.6770)
N (-0.0118, -2.2734, -0.6831)
N (-0.8868, 1.6494, 1.1548)
H (0.7711, 0.5315, -2.8180)
H (-0.5152, -1.9631, 0.1664)
O (-0.6792, 1.9020, 2.5149)
N (0.7801, 0.1466, 1.5226)
H (1.3826, -0.6319, 1.1125)
O (-0.5800, 0.1566, -0.5071)
H (0.2891, 1.4943, 2.6253)
N (0.5017, -0.6283, -2.4669)
H (1.1103, -1.3317, -3.2022)
H (-1.9215, 1.5004, 1.1158)
C (-0.1367, -1.1072, -1.2119)

Forces on atoms 1 to 2 (eV/Å):
-0.8 0.4 3.0
-1.8 3.5 -0.4

**Energy above the lowest of the compared OMol25 structures with the same formula, charge and spin**: 443.5 kJ/mol
**SMILES**: [H]/N=C(/N)O/C(=N\[H])NO
**HOMO energy**: -8.996 eV
**E**: -12222.0558 eV

***

Question: Look up the E of the second one.
Answer: -12222.0558 eV